[1]
{"formula": "C5H12N2", "method": "the ωB97M-V functional and the def2-TZVPD basis", "elements": ["C", "C", "C", "C", "N", "H", "H", "H", "H", "H", "H", "H", "H", "H", "C", "N", "H", "H", "H"], "coordinates": [[-0.600, -0.550, -0.036], [-0.418, -0.778, -1.526], [-2.019, -0.124, 0.324], [0.209, 1.312, 0.265], [0.089, 1.992, 1.307], [-0.469, -1.497, 0.501], [0.311, 1.497, 2.172], [0.023, 1.787, -0.701], [-1.129, -1.524, -1.900], [0.586, -1.132, -1.764], [-0.583, 0.142, -2.093], [-2.731, -0.908, 0.043], [-2.120, 0.026, 1.399], [-2.302, 0.802, -0.177], [2.600, -0.002, 0.391], [2.150, -1.106, 0.686], [1.049, -1.075, 0.511], [3.619, 0.340, 0.521], [1.736, 0.800, 0.077]], "orbital_gap_ev": 9.487, "e_homo_ev": -8.928}



[2]
{"formula": "C5H12N2", "method": "the ωB97M-V functional and the def2-TZVPD basis", "elements": ["C", "C", "C", "N", "C", "C", "N", "H", "H", "H", "H", "H", "H", "H", "H", "H", "H", "H", "H"], "coordinates": [[0.940, -0.724, 0.560], [0.832, -0.636, -1.025], [-0.646, -0.493, -1.444], [0.222, 2.161, 0.500], [-0.576, 2.049, -0.418], [-1.321, 0.741, -0.971], [-0.241, -1.283, 1.277], [1.054, 0.208, 1.050], [1.761, -1.346, 0.915], [1.229, -1.585, -1.375], [1.382, 0.253, -1.310], [-0.769, -0.564, -2.528], [-1.122, -1.458, -1.144], [0.664, 0.785, 3.501], [1.168, 0.643, 2.975], [-0.823, 2.932, -1.009], [-2.184, 1.015, -1.564], [-0.600, -2.113, 0.823], [-0.971, -0.583, 1.188]], "orbital_gap_ev": 5.854, "e_homo_ev": -7.803}



[3]
{"formula": "C5H12N2", "method": "the ωB97M-V functional and the def2-TZVPD basis", "elements": ["C", "C", "C", "C", "N", "N", "C", "H", "H", "H", "H", "H", "H", "H", "H", "H", "H", "H", "H"], "coordinates": [[-1.481, -0.328, -0.041], [-1.944, 1.019, 0.421], [1.187, 0.569, -1.746], [0.862, -0.016, -0.457], [-1.979, -1.407, 0.684], [2.896, -0.345, 1.098], [0.765, -0.394, 0.702], [-1.535, -0.506, -1.110], [-1.639, -2.316, 0.403], [-1.960, -1.301, 1.690], [3.278, 0.571, 0.855], [3.379, -1.006, 0.485], [0.557, -0.827, 1.654], [-3.036, 1.109, 0.352], [-1.501, 1.810, -0.183], [-1.664, 1.195, 1.463], [1.825, -0.103, -2.324], [1.714, 1.517, -1.623], [0.276, 0.759, -2.322]], "orbital_gap_ev": [6.309, 8.135], "e_homo_ev": [-5.655, -7.277]}



[4]
{"formula": "C5H12N2", "method": "the ωB97M-V functional and the def2-TZVPD basis", "elements": ["C", "C", "C", "N", "H", "H", "H", "H", "H", "H", "H", "C", "C", "N", "H", "H", "H", "H", "H"], "coordinates": [[-0.699, -2.147, 0.218], [-1.127, 1.500, -0.631], [-0.602, 0.093, -0.671], [-1.035, -0.734, 0.311], [-0.640, -0.362, -1.659], [-1.196, -2.683, 1.024], [0.382, -2.309, 0.294], [-1.049, -2.542, -0.736], [-1.018, 1.937, 0.359], [-2.193, 1.498, -0.875], [-0.607, 2.124, -1.357], [1.475, 0.241, -0.617], [1.183, 1.028, 1.676], [0.397, 0.453, 2.327], [-0.805, -0.355, 1.261], [2.022, 1.686, 1.555], [1.505, -0.544, -1.369], [1.699, 1.185, -1.113], [2.312, -0.070, 0.005]], "orbital_gap_ev": 8.932, "e_homo_ev": -7.913}



[5]
{"formula": "C5H12N2", "method": "the ωB97M-V functional and the def2-TZVPD basis", "elements": ["C", "C", "C", "C", "C", "N", "N", "H", "H", "H", "H", "H", "H", "H", "H", "H", "H", "H", "H"], "coordinates": [[2.670, -0.633, 0.340], [1.370, -0.457, 0.617], [-1.498, -0.557, 1.273], [-1.644, 0.190, -1.154], [-0.926, 0.504, 0.240], [0.910, 1.356, -1.038], [0.484, 0.425, -0.010], [3.282, -1.336, 1.067], [3.061, -0.337, -0.607], [1.064, -1.047, 1.457], [-1.029, -1.469, 1.168], [-1.448, -0.323, 2.326], [-2.521, -0.593, 1.082], [-1.622, -0.911, -1.158], [-1.073, 0.628, -1.886], [-2.630, 0.493, -1.303], [-1.221, 1.490, 0.447], [0.901, 0.939, -2.010], [1.871, 1.638, -0.849]], "orbital_gap_ev": 8.683, "e_homo_ev": -7.622, "smiles": "C=CN(N)C(C)C"}



[6]
{"formula": "C5H12N2", "method": "the ωB97M-V functional and the def2-TZVPD basis", "elements": ["C", "C", "C", "C", "C", "N", "N", "H", "H", "H", "H", "H", "H", "H", "H", "H", "H", "H", "H"], "coordinates": [[-0.901, -0.291, -1.564], [-0.681, -0.524, -0.083], [0.037, 0.557, 0.754], [1.103, 1.301, 0.418], [0.006, -0.570, 2.814], [-0.368, 0.507, 2.149], [0.368, -0.279, -2.493], [-1.656, 0.610, -1.690], [-1.402, -1.174, -2.033], [-1.534, -0.825, 0.435], [-0.089, -1.484, -0.071], [1.708, 1.074, -0.438], [1.265, 2.244, 0.926], [0.508, -1.512, 2.622], [-0.115, -0.320, 3.880], [-0.303, 1.472, 2.749], [0.011, -0.340, -3.530], [1.137, -1.011, -2.396], [0.906, 0.567, -2.450]], "orbital_gap_ev": [5.235, 8.840], "spin_multiplicity": 2, "e_homo_ev": [-9.175, -12.784], "total_charge": 1}



[7]
{"formula": "C5H12N2", "method": "the ωB97M-V functional and the def2-TZVPD basis", "elements": ["C", "C", "C", "C", "N", "C", "N", "H", "H", "H", "H", "H", "H", "H", "H", "H", "H", "H", "H"], "coordinates": [[-1.687, 0.489, -0.446], [-1.169, 0.477, 1.030], [-0.065, -0.458, 1.384], [1.239, -0.396, 0.865], [1.474, 0.322, -0.194], [2.813, 0.505, -0.609], [-1.852, -0.877, -1.083], [-0.950, 1.014, -1.048], [-2.645, 0.990, -0.492], [-2.001, 0.311, 1.705], [-0.787, 1.490, 1.205], [-0.177, -1.058, 2.288], [2.041, -0.941, 1.373], [3.546, -0.010, 0.012], [2.907, 0.173, -1.650], [2.990, 1.591, -0.620], [-2.700, -1.346, -0.744], [-1.056, -1.484, -0.874], [-1.920, -0.794, -2.102]], "orbital_gap_ev": 7.961, "e_homo_ev": -19.705, "total_charge": 2}



[8]
{"formula": "C5H12N2O", "method": "the ωB97M-V functional and the def2-TZVPD basis", "elements": ["C", "N", "C", "C", "C", "N", "C", "O", "H", "H", "H", "H", "H", "H", "H", "H", "H", "H", "H", "H"], "coordinates": [[1.348, 0.904, -1.435], [0.142, 0.338, -1.411], [-0.652, -1.890, -1.366], [-0.067, -0.775, -0.517], [-1.025, -0.413, 0.733], [-0.301, 0.177, 1.874], [-1.260, 1.117, 2.635], [2.292, 0.598, -0.746], [1.326, 1.678, -2.183], [-0.514, 0.712, -1.996], [0.277, -2.284, -1.882], [-1.261, -2.642, -0.908], [-1.169, -1.696, -2.321], [0.928, -1.117, -0.189], [-1.207, -1.534, 0.958], [-1.908, 0.086, 0.498], [0.566, 0.668, 1.796], [-1.482, 2.055, 2.184], [-2.123, 0.600, 2.906], [-0.725, 1.434, 3.552]], "orbital_gap_ev": 9.413, "e_homo_ev": -8.610, "smiles": "CNC[C@@H](C)NC=O"}



[9]
{"formula": "C5H12N2O", "method": "the ωB97M-V functional and the def2-TZVPD basis", "elements": ["C", "O", "C", "C", "C", "C", "N", "N", "H", "H", "H", "H", "H", "H", "H", "H", "H", "H", "H", "H"], "coordinates": [[1.919, 0.509, -0.561], [2.873, -0.409, 0.079], [0.589, -0.005, -0.010], [-0.535, 0.870, -0.641], [-2.039, 0.510, -0.275], [-1.785, -1.800, 0.179], [-2.260, -0.856, -0.514], [0.433, 0.067, 1.451], [2.128, 0.678, -1.629], [2.238, 1.518, -0.254], [3.808, -0.146, -0.186], [0.331, -1.043, -0.368], [-0.507, 0.772, -1.768], [-0.398, 1.939, -0.427], [-1.878, 0.735, 0.808], [-2.862, 1.101, -0.653], [-1.553, -2.078, 1.219], [-1.982, -2.821, -0.222], [0.413, 1.000, 1.850], [1.067, -0.541, 1.923]], "orbital_gap_ev": 9.488, "e_homo_ev": -8.697, "smiles": "C=NCC[C@H](N)CO"}



[10]
{"formula": "C5H12N2O", "method": "the ωB97M-V functional and the def2-TZVPD basis", "elements": ["C", "N", "C", "C", "C", "C", "N", "O", "H", "H", "H", "H", "H", "H", "H", "H", "H", "H", "H", "H"], "coordinates": [[0.352, 1.940, 0.735], [0.394, 0.506, 0.476], [1.670, -0.149, 0.367], [-0.658, 0.364, -1.779], [-0.735, -0.008, -0.301], [-0.813, -1.542, -0.123], [-0.972, -2.022, 1.150], [-0.883, -2.292, -1.067], [1.306, 2.376, 0.467], [0.232, 2.105, 1.821], [-0.567, 2.396, 0.373], [2.333, 0.457, 0.983], [2.135, -0.283, -0.628], [1.595, -1.198, 0.678], [-0.562, -0.478, -2.462], [0.174, 1.037, -1.960], [-1.556, 0.893, -2.118], [-1.619, 0.369, 0.215], [-0.713, -1.448, 1.947], [-1.112, -3.022, 1.226]], "orbital_gap_ev": 9.043, "e_homo_ev": -8.174, "smiles": "C[C@@H](C(N)=O)N(C)C"}



[11]
{"formula": "C5H12N2O", "method": "the ωB97M-V functional and the def2-TZVPD basis", "elements": ["C", "C", "C", "C", "C", "N", "O", "N", "H", "H", "H", "H", "H", "H", "H", "H", "H", "H", "H", "H"], "coordinates": [[0.970, 0.000, -0.063], [-0.947, -0.285, 2.163], [1.146, 1.512, -0.168], [1.742, -0.747, -1.140], [-1.326, -0.331, 0.877], [-1.057, -0.155, -1.490], [-2.643, -0.506, 0.516], [-0.499, -0.360, -0.217], [-3.172, -0.556, 1.319], [1.313, -0.341, 0.916], [-1.826, 0.515, -1.500], [-1.453, -1.020, -1.849], [-1.688, -0.240, 2.943], [0.076, -0.329, 2.475], [0.841, 1.853, -1.154], [1.384, -0.457, -2.123], [2.189, 1.782, -0.015], [0.535, 2.012, 0.581], [2.805, -0.528, -1.054], [1.611, -1.820, -1.017]], "orbital_gap_ev": 8.469, "e_homo_ev": -7.662, "smiles": "C=C(O)N(N)C(C)C"}



[12]
{"formula": "C5H12N2O", "method": "the ωB97M-V functional and the def2-TZVPD basis", "elements": ["N", "C", "C", "C", "O", "C", "N", "C", "H", "H", "H", "H", "H", "H", "H", "H", "H", "H", "H", "H"], "coordinates": [[-1.282, -0.497, -1.603], [-0.509, -0.259, -0.395], [-0.009, -1.620, 0.255], [-1.203, -2.295, 0.819], [-1.946, -3.017, 0.207], [0.667, 0.616, -0.715], [1.307, 1.123, 0.516], [0.878, 2.482, 0.944], [-2.087, -1.056, -1.370], [-0.727, -0.984, -2.307], [-1.148, 0.142, 0.393], [0.745, -1.371, 0.994], [0.424, -2.232, -0.539], [-1.445, -2.044, 1.870], [1.452, 0.018, -1.193], [0.398, 1.361, -1.471], [2.273, 1.269, 0.270], [-0.211, 2.556, 0.935], [1.139, 2.485, 2.003], [1.285, 3.322, 0.387]], "orbital_gap_ev": 10.223, "e_homo_ev": -9.223, "smiles": "CNC[C@@H](N)CC=O"}



Number 1: total energy -307.043532 a.u.. Number 2: total energy -306.979650 a.u.. Number 3: total energy -306.982551 a.u.. Number 4: total energy -307.088955 a.u.. Number 5: total energy -307.119081 a.u.. Number 6: total energy -306.810491 a.u.. Number 7: total energy -306.475588 a.u.. Number 8: total energy -382.408306 a.u.. Number 9: total energy -382.364861 a.u.. Number 10: total energy -382.448807 a.u.. Number 11: total energy -382.408873 a.u.. Number 12: total energy -382.428782 a.u..